The following is a quantum chemistry calculation of C40H46CaN2O2P2S5SeSi as an isolated structure at a distorted geometry, from the Open Molecules 2025 dataset.

ORCA input file:
```
! wB97M-V def2-TZVPD RIJCOSX def2/J DEFGRID3
* xyz 0 1
Se -0.181 -3.090 -1.641
Ca 1.228 -1.792 0.232
S -2.866 -0.769 -0.058
S 3.199 -1.423 1.784
S -2.545 0.796 2.713
S -2.809 -2.702 2.613
S 0.913 -3.579 4.365
P -1.726 1.835 -0.781
P 1.072 0.575 -1.145
Si 0.903 -5.090 -1.373
O 3.024 -0.018 1.519
O 3.597 -2.163 0.594
N -0.505 1.030 -1.732
N 1.826 -2.098 2.330
C -4.127 0.998 1.831
C 1.740 -5.194 0.326
C 2.330 1.652 -4.913
C -3.718 -1.585 3.745
C 3.375 -2.436 4.087
C -4.320 0.165 0.541
C -0.658 4.153 -2.063
C 2.296 3.868 1.805
C 2.345 3.023 -0.447
C 1.105 1.865 1.260
C -0.285 5.486 -2.083
C 1.523 1.458 -3.801
C -0.401 -6.451 -1.529
C -5.037 3.154 -2.735
C -0.891 5.700 0.233
C 3.859 -2.824 5.326
C 5.909 -1.633 4.839
C -2.971 2.060 -2.118
C -1.146 3.583 -0.891
C 1.535 1.961 -0.062
C 5.133 -2.414 5.691
C 2.238 -5.217 -2.705
C 3.387 0.486 -2.633
C -3.552 -2.454 -0.074
C 2.707 3.983 0.485
C -2.892 1.508 -3.391
C 1.487 2.811 2.192
C -2.998 -0.292 4.100
C 3.662 1.267 -4.885
C 2.017 -2.687 3.533
C -4.943 2.610 -4.010
C 4.192 0.686 -3.741
C 5.442 -1.272 3.583
C 2.050 0.884 -2.651
C -3.875 1.789 -4.331
C 4.183 -1.708 3.227
C -4.037 -2.946 1.281
C -0.396 6.258 -0.934
C -4.055 2.879 -1.799
C -1.280 4.368 0.248
H -3.884 -2.146 4.666
H 1.158 2.714 3.219
H 0.058 -7.432 -1.667
H 2.991 -4.444 -2.547
H 0.083 5.928 -3.000
H -5.114 -0.566 0.681
H -4.164 2.060 1.594
H -4.249 -4.015 1.233
H -5.703 2.827 -4.750
H 2.735 -6.190 -2.682
H 1.054 -4.921 1.133
H 0.492 1.023 1.561
H -3.614 0.290 4.789
H -0.096 7.298 -0.953
H -2.041 -0.506 4.580
H 5.233 0.390 -3.720
H -4.361 -2.493 -0.806
H 2.613 -4.537 0.363
H 4.285 1.415 -5.758
H 6.892 -1.309 5.153
H 2.690 3.101 -1.470
H 2.606 4.605 2.535
H -4.953 -2.440 1.584
H 3.324 4.818 0.180
H 3.793 0.024 -1.737
H 3.239 -3.431 5.970
H -1.023 -6.488 -0.634
H 5.529 -2.704 6.655
H -4.594 0.815 -0.287
H -3.795 1.369 -5.326
H 6.036 -0.674 2.905
H -1.052 -6.248 -2.379
H -1.671 3.914 1.153
H -5.866 3.801 -2.480
H 1.810 -5.071 -3.697
H 1.917 2.106 -5.804
H -0.576 3.551 -2.959
H 0.481 1.746 -3.821
H -4.686 -1.373 3.293
H -2.067 0.863 -3.661
H -4.911 0.773 2.555
H -4.109 3.316 -0.806
H -0.982 6.300 1.130
H -0.943 0.152 -2.025
H 2.088 -6.211 0.515
H -2.714 -3.055 -0.430
*
```

Properties
- LUMO energy (Eh) = -0.016
- E_HOMO (eV) = -7.6
- M (g/mol) = 956.23

=====

The following is a quantum chemistry calculation of C40H47ClGaNOPSi2 as an isolated structure at a distorted geometry, from the Open Molecules 2025 dataset.

ORCA input file:
```
! wB97M-V def2-TZVPD RIJCOSX def2/J DEFGRID3
* xyz 1 1
Ga 0.427 -0.094 0.545
Cl -2.024 -1.938 2.208
P 0.616 -2.571 0.601
Si -1.080 2.971 -0.169
Si 3.622 0.507 -0.162
O 2.240 -0.258 0.306
N -2.840 0.983 0.651
C 0.898 3.277 -3.799
C -0.285 6.045 2.526
C 1.539 -3.094 2.074
C -3.729 0.603 1.758
C 5.123 -0.586 0.183
C -0.449 5.778 -0.226
C 0.895 -3.524 3.234
C -1.824 -5.808 -0.081
C 3.026 -3.775 4.321
C 3.669 -3.337 3.173
C 1.539 -3.045 -0.882
C 0.002 1.837 0.918
C -4.994 -0.143 1.308
C -1.947 -3.444 1.340
C -5.415 0.364 -0.070
C 2.678 -3.809 -3.296
C -0.704 2.956 -2.006
C -0.790 -3.743 0.601
C 3.760 2.101 0.850
C -0.747 -4.939 -0.110
C -0.125 3.225 -4.737
C -2.940 0.101 -0.501
C 2.442 -4.104 -0.918
C 3.009 -4.478 -2.127
C -0.058 7.145 1.711
C -4.356 -0.015 -1.109
C -0.597 4.818 1.963
C -1.717 2.901 -2.965
C -0.152 7.011 0.335
C 2.928 -2.983 2.059
C 3.455 0.833 -2.017
C -2.852 2.400 0.279
C 1.236 -2.353 -2.052
C -0.675 4.658 0.576
C -2.944 -5.507 0.677
C 1.797 -2.737 -3.257
C 0.609 3.137 -2.451
C 1.641 -3.856 4.352
C -1.432 3.025 -4.317
C -3.012 -4.323 1.395
H 4.800 2.392 1.006
H 4.033 1.706 -2.326
H -4.449 0.619 -1.992
H 4.748 -3.264 3.145
H -3.164 2.990 1.142
H -2.236 0.461 -1.261
H 3.102 -4.125 -4.240
H 3.255 2.938 0.364
H -0.784 3.974 2.617
H 0.559 -1.506 -2.007
H -4.513 -1.044 -1.439
H 5.056 -1.554 -0.318
H -2.232 2.975 -5.043
H -2.747 2.765 -2.654
H 2.410 1.008 -2.281
H 1.548 -2.204 -4.165
H 0.096 3.339 -5.790
H 0.136 -5.186 -0.682
H -4.014 1.509 2.295
H -5.526 1.450 -0.022
H -3.576 2.614 -0.518
H 3.711 -5.301 -2.158
H -0.180 -3.617 3.274
H 1.417 3.176 -1.727
H 0.194 8.101 2.151
H 5.257 -0.756 1.252
H -6.382 -0.055 -0.348
H -2.604 -0.894 -0.188
H -0.507 5.678 -1.304
H 2.698 -4.639 -0.013
H -0.414 1.828 1.926
H 1.918 3.439 -4.121
H 1.039 2.176 0.961
H 3.812 -0.017 -2.601
H -3.163 -0.009 2.470
H 6.030 -0.099 -0.181
H -5.788 0.031 2.034
H -4.807 -1.220 1.261
H 3.312 1.959 1.835
H 0.009 7.869 -0.306
H -0.218 6.140 3.602
H -1.789 -6.723 -0.655
H 3.605 -4.060 5.190
H 1.136 -4.177 5.254
H -3.776 -6.197 0.711
H -3.886 -4.090 1.987
H 3.409 -2.609 1.170
*
```

Properties
- LUMO energy (Eh) = -0.116
- E_HOMO (eV) = -10.3
- M (g/mol) = 750.14

=====

The following is a quantum chemistry calculation of C40H47ClIN4OSiZr as an isolated structure at a distorted geometry, from the Open Molecules 2025 dataset.

ORCA input file:
```
! wB97M-V def2-TZVPD RIJCOSX def2/J DEFGRID3
* xyz 1 1
I 2.502 1.050 -5.665
Zr 0.400 0.695 -0.849
Cl 0.691 6.424 -5.076
Si -0.952 -1.382 -1.996
O 1.380 1.131 -2.622
N -0.284 -0.284 2.311
N 0.417 2.957 -1.164
N 1.913 -0.718 3.118
N 1.575 -0.012 0.891
C -1.221 1.272 0.610
C -3.453 2.132 1.121
C -2.482 -3.847 -1.598
C 0.740 3.345 -2.457
C 3.001 -1.691 -1.108
C -0.938 -3.087 0.245
C 0.638 4.645 -2.940
C 0.146 3.965 -0.307
C 5.056 -0.549 -0.336
C -2.693 -0.320 3.784
C -2.012 -0.514 -3.361
C 1.266 2.293 -3.237
C 0.341 5.647 -2.002
C 0.902 4.848 -4.316
C 0.074 5.272 -0.718
C -1.207 -0.204 -4.616
C 0.796 -1.419 7.095
C 1.229 -2.327 4.904
C 1.053 -0.298 2.066
C 1.585 2.526 -4.586
C -1.915 -2.635 -0.887
C 3.695 1.193 1.282
C -2.460 0.811 -2.829
C 3.651 -0.687 -0.243
C 0.174 -2.440 -3.006
C -3.154 -1.874 -0.316
C 1.489 -0.987 4.464
C 1.327 -3.386 3.887
C 5.051 1.254 1.139
C -1.364 0.478 1.811
C -2.265 2.174 0.376
C -2.534 0.434 2.555
C -3.279 -1.289 -3.796
C 1.377 3.818 -5.052
C 5.760 0.414 0.367
C 0.853 -2.518 6.203
C -3.536 1.327 2.216
C 1.101 -0.142 6.675
C 1.391 0.114 5.321
C 2.984 0.130 0.601
H -0.345 -3.261 -3.482
H -2.256 2.831 -0.481
H 0.548 -3.527 6.539
H 0.450 -1.586 8.074
H -4.234 2.836 0.828
H -3.708 -0.203 4.175
H 5.510 -1.400 -0.900
H -4.523 1.330 2.748
H 1.586 1.109 4.959
H -2.573 -1.402 3.752
H 0.617 -3.247 3.075
H -2.022 0.024 4.628
H 5.543 2.032 1.708
H -0.081 6.006 0.076
H -1.359 -3.888 0.877
H -0.122 3.616 0.714
H 2.272 -3.268 3.344
H -0.768 -2.210 0.863
H 0.690 -1.743 -3.661
H -2.966 1.404 -3.606
H -2.930 -0.969 0.281
H 1.950 -1.706 -1.036
H -3.167 -3.643 -2.471
H -1.151 -1.064 -5.293
H -4.143 -1.310 -3.081
H 3.482 -2.667 -1.069
H 6.890 0.554 0.374
H -1.707 1.507 -2.495
H -3.844 -1.498 -1.139
H -1.673 -4.467 -1.962
H 3.085 1.952 1.763
H -0.468 -0.650 3.204
H -0.231 0.181 -4.358
H 0.448 6.710 -2.216
H -3.746 -0.753 -4.608
H 3.122 -1.292 -2.105
H -1.732 0.547 -5.278
H 0.970 -2.862 -2.322
H 2.868 -0.433 3.019
H 1.207 -4.328 4.298
H 0.048 -3.426 -0.044
H -3.117 0.731 -1.958
H 1.646 4.085 -6.100
H -3.021 -2.234 -4.268
H -3.823 -2.418 0.289
H 1.029 0.684 7.342
H -3.061 -4.424 -0.954
*
```

Properties
- LUMO energy (Eh) = -0.129
- E_HOMO (eV) = -10.4
- M (g/mol) = 881.51

=====

The following is a quantum chemistry calculation of C40H47MnN11O2 as an isolated structure, from the Open Molecules 2025 dataset.

ORCA input file:
```
! wB97M-V def2-TZVPD RIJCOSX def2/J DEFGRID3
* xyz 2 2
Mn 1.606 -1.146 -0.405
O 4.342 -0.580 0.011
O -8.199 2.307 7.205
N -3.999 -0.230 3.004
N 0.695 -0.015 -1.955
N 2.225 -2.419 1.439
N -0.252 0.708 -3.809
N -2.772 1.414 3.867
N -0.365 -1.701 0.042
N 0.585 1.562 -5.886
N 2.216 1.608 -7.291
N 1.258 0.886 -6.864
N 2.433 -3.103 -1.452
N 1.122 0.271 1.022
C -2.762 -0.221 2.431
C -7.228 1.884 6.377
C 3.806 -2.934 -1.979
C 3.616 0.792 -1.743
C 1.720 4.947 -4.949
C 1.153 2.788 -5.690
C 2.976 -1.702 2.492
C -9.442 1.608 7.193
C 0.884 3.860 -4.830
C -5.087 1.167 4.738
C 1.668 -3.759 -2.537
C -3.982 0.766 3.869
C -7.349 0.803 5.505
C -6.279 0.455 4.696
C 3.090 -3.483 0.902
C 1.093 -3.060 2.145
C -0.953 1.273 -2.771
C 3.043 3.921 -6.710
C -0.364 0.830 -1.640
C 0.733 -0.057 -3.284
C -0.637 1.021 2.507
C -6.033 2.608 6.428
C -2.435 -2.898 -0.144
C -4.982 2.249 5.619
C 2.201 2.809 -6.598
C -0.129 0.144 1.534
C -3.017 -2.129 0.830
C -2.260 -1.102 1.417
C 2.495 -4.080 -0.344
C 5.644 0.063 -0.086
C -1.105 -2.649 -0.506
C -0.509 0.912 -5.237
C 3.321 -0.299 -0.764
C -1.975 0.785 2.939
C 2.787 4.982 -5.875
C 1.466 2.172 2.426
C 1.886 1.259 1.454
C -0.946 -0.920 0.988
C 0.207 2.052 2.954
C 1.780 -0.686 -4.129
H 1.548 5.812 -4.320
H 2.137 2.956 2.747
H 3.819 -2.205 -2.784
H 2.303 0.071 -4.714
H 4.074 -3.059 0.706
H 2.154 -4.697 -2.824
H -10.071 2.109 7.921
H 1.483 -4.437 -0.152
H 0.062 3.856 -4.126
H 0.501 -3.677 1.477
H -0.632 -3.252 -1.264
H -1.787 1.933 -2.937
H -6.368 -0.383 4.018
H 1.614 -3.126 -3.415
H 2.786 0.982 -2.403
H -0.617 1.087 -0.633
H 3.403 5.868 -5.930
H -2.538 2.204 4.441
H 3.330 -2.412 3.247
H 3.231 -4.272 1.651
H 4.174 -3.885 -2.379
H 0.662 -4.001 -2.213
H 0.449 -2.301 2.582
H -4.073 2.836 5.686
H 6.215 -0.346 0.740
H 2.325 -0.985 2.985
H 1.477 -3.690 2.953
H 3.826 1.720 -1.197
H 3.828 -1.187 2.067
H -2.977 -3.698 -0.629
H 6.113 -0.194 -1.034
H -0.135 2.756 3.702
H -9.302 0.566 7.485
H 4.515 0.573 -2.326
H 1.371 -1.406 -4.839
H -5.961 3.443 7.111
H -0.639 -0.046 -5.736
H -8.263 0.232 5.451
H 3.850 3.938 -7.429
H 4.486 -2.606 -1.202
H 5.550 1.141 0.013
H 2.885 1.320 1.045
H -9.908 1.663 6.208
H 3.081 -4.955 -0.653
H -1.432 1.485 -5.319
H -4.037 -2.285 1.155
H 2.498 -1.177 -3.487
*
```

Properties
- LUMO energy (spin up / spin down) (Eh) = -0.198 / -0.198
- ⟨S²⟩ = 0.7799
- E_HOMO (spin up / spin down) (eV) = -11.8 / -11.8
- M (g/mol) = 768.83

=====

The following is a quantum chemistry calculation of a 2-piece molecular cluster, C40H47N3P overall at a distorted geometry, from the Open Molecules 2025 dataset.

ORCA input file:
```
! wB97M-V def2-TZVPD RIJCOSX def2/J DEFGRID3
* xyz 1 1
P 0.353 3.268 8.152
N 1.639 3.730 9.243
N -0.581 2.838 9.568
N 1.341 -5.514 7.152
C 3.983 2.687 8.029
C -0.831 -3.997 7.844
C -2.765 3.887 10.157
C 3.728 6.843 9.064
C 2.644 -3.959 6.151
C 4.895 6.361 8.463
C 1.496 3.108 10.474
C -0.249 -2.693 5.802
C 6.040 7.295 8.194
C 6.797 -2.816 5.061
C -4.808 2.558 10.054
C 4.435 -5.788 5.418
C 3.939 -8.026 6.276
C 4.366 -2.526 5.070
C -4.144 3.757 10.337
C 4.768 -7.145 5.563
C 3.885 4.142 8.355
C 0.249 2.608 10.656
C 0.868 -2.165 8.037
C 5.704 -1.817 3.154
C 8.207 -2.187 3.080
C 4.481 -1.887 3.808
C 3.082 -2.724 5.684
C -2.672 1.566 9.416
C 2.750 -7.561 6.854
C 0.290 -3.245 7.124
C 2.473 -6.205 6.723
C -4.051 1.467 9.617
C 1.437 6.597 9.992
C 2.714 4.646 8.942
C 1.411 -4.211 6.819
C 3.304 -5.284 6.059
C 2.636 6.008 9.314
C -6.294 2.428 10.218
C 4.962 5.002 8.134
C 6.878 -2.272 3.772
C -1.866 0.378 8.989
C 5.567 -2.955 5.699
C -2.099 5.180 10.517
C -2.023 2.785 9.673
H 6.399 7.760 9.121
H -1.645 -3.302 8.081
H -1.251 -4.786 7.206
H 5.513 -3.429 6.685
H 3.569 -1.521 3.326
H 8.613 -3.188 2.894
H 5.687 -7.519 5.113
H 4.218 -9.073 6.365
H -2.543 -0.463 8.808
H 8.944 -1.653 3.690
H 0.100 -1.428 8.318
H 0.909 1.913 7.848
H -1.648 5.677 9.649
H 3.218 2.362 7.315
H 2.062 -8.211 7.390
H 2.387 -1.889 5.701
H -6.773 2.162 9.267
H 3.679 7.896 9.354
H -6.547 1.637 10.935
H -4.723 4.605 10.717
H -4.546 0.511 9.433
H 6.874 6.762 7.729
H 5.735 8.109 7.523
H 5.770 -1.401 2.145
H 0.582 -5.967 7.649
H -1.303 0.567 8.064
H 4.961 2.495 7.580
H -0.482 -4.427 8.791
H -1.154 0.069 9.769
H 3.904 2.062 8.928
H -0.627 -3.527 5.192
H -2.850 5.865 10.928
H 1.757 7.183 10.865
H 0.513 -2.175 5.210
H -0.138 2.113 11.535
H 0.731 5.835 10.330
H 5.052 -5.128 4.808
H 8.110 -1.671 2.123
H 0.909 7.301 9.332
H 2.323 3.082 11.170
H 5.881 4.600 7.700
H 7.712 -3.158 5.555
H -1.331 5.043 11.291
H -6.727 3.368 10.570
H 1.711 -1.639 7.574
H -1.084 -2.000 5.982
H 1.242 -2.639 8.957
*
```

Properties
- LUMO energy (Eh) = -0.172
- E_HOMO (eV) = -8.7
- M (g/mol) = 600.81

=====

The highest M belongs to which entry? C40H46CaN2O2P2S5SeSi

=====

Which of these has the lowest M? C40H47N3P

=====

What is the M in the fifth record? 600.81 g/mol